The following is a quantum chemistry calculation of 18 unconnected molecules or ions with the total composition C48H140N8O26, from OMol25.

```
222
C48H140N8O26, DFT ωB97M-V with the def2-TZVPD basis set
C 0.32371 2.74216 3.47991
O -0.82426 2.59801 4.34170
C -1.86977 1.82162 3.81119
C -3.07425 1.61764 4.84886
N -2.59195 1.19551 6.15313
C -2.04620 -0.15070 6.06885
C -0.49957 -0.16636 6.16860
O -0.08015 0.90493 7.08494
C 1.31975 1.13035 7.21687
H 0.48737 1.79723 2.96182
H 1.10575 3.00403 4.19261
H 0.38566 3.48450 2.68417
H -1.50375 0.82340 3.57097
H -2.19069 2.33481 2.90469
H -3.86867 1.04875 4.36579
H -3.53401 2.60552 4.87722
H -1.72941 1.67613 6.36557
H -2.27281 -0.73646 5.17800
H -2.35894 -0.75281 6.92194
H -0.00356 -0.02743 5.20799
H -0.22614 -1.15248 6.54398
H 1.78353 0.26799 7.69576
H 1.50673 2.02434 7.81177
H 1.61343 1.23367 6.17228
C 3.92764 -1.39586 1.67137
O 2.97914 -0.50737 1.10397
C 1.64562 -0.50703 1.72292
C 0.89124 -1.76161 1.24161
N -0.48370 -1.84344 1.74257
C -1.27609 -2.96573 1.28283
C -2.56029 -2.94928 2.01319
O -2.30672 -2.96848 3.43452
C -3.46923 -2.89284 4.21887
H 3.87276 -2.38739 1.22200
H 3.85493 -1.44518 2.75783
H 4.96358 -1.07948 1.54957
H 1.17746 0.41040 1.36621
H 1.74812 -0.47297 2.80756
H 1.53448 -2.59109 1.53538
H 0.98005 -1.78462 0.15547
H -0.51191 -1.82920 2.75208
H -0.70082 -3.84976 1.55787
H -1.25496 -2.98885 0.19328
H -3.13407 -3.87343 1.94375
H -3.26300 -2.18387 1.68386
H -4.00088 -1.94153 4.19780
H -3.14186 -3.02065 5.25067
H -4.12267 -3.74416 4.02815
C -7.28998 5.90801 -1.00966
O -5.90190 6.15170 -0.79133
C -5.12659 4.99723 -0.68121
C -3.57009 5.21250 -0.41708
N -3.25925 5.63735 0.96064
C -1.79552 5.46681 1.12206
C -1.39170 5.82943 2.58938
O 0.02007 6.16708 2.60830
C 0.44205 6.49430 3.89085
H -7.78166 6.87915 -0.95278
H -7.72497 5.26773 -0.24224
H -7.58409 5.50697 -1.97959
H -5.21985 4.39276 -1.58345
H -5.55915 4.34650 0.07876
H -3.25862 5.92830 -1.17780
H -3.13432 4.22617 -0.57635
H -3.63269 6.57189 1.04595
H -1.34368 6.25516 0.52003
H -1.41813 4.51163 0.75696
H -1.65208 4.97867 3.21906
H -1.86420 6.75621 2.91484
H -0.08148 7.34017 4.33639
H 1.49027 6.77117 4.00344
H 0.31270 5.67094 4.59331
C 3.04767 6.38259 0.47941
O 3.80097 6.47843 1.61783
C 5.08992 6.94547 1.51811
C 5.71291 6.99271 2.89553
N 5.63871 5.67409 3.55808
C 6.55113 4.65448 2.97737
C 6.17854 3.29635 3.52783
O 4.90629 2.89394 2.95391
C 4.38191 1.67984 3.52395
H 2.65263 7.37189 0.24845
H 2.15390 5.82420 0.75775
H 3.41882 5.95366 -0.45138
H 5.16795 7.95736 1.12051
H 5.56287 6.22861 0.84688
H 5.21741 7.74728 3.50643
H 6.75236 7.30943 2.80993
H 4.71312 5.35821 3.30591
H 7.58831 4.91876 3.18359
H 6.31293 4.64059 1.91381
H 6.08557 3.37376 4.61109
H 6.93924 2.57290 3.23446
H 4.60591 1.60004 4.58769
H 4.62474 0.78421 2.95211
H 3.29348 1.62695 3.49889
C -6.08228 -5.46323 1.99170
O -5.67123 -4.36895 1.16978
C -6.60028 -3.31456 0.88821
C -6.20827 -2.37065 -0.27757
N -6.09026 -3.02232 -1.52374
C -5.89895 -2.06305 -2.58612
C -5.62015 -2.76159 -3.88214
O -4.27461 -3.23344 -3.89255
C -3.88999 -3.63342 -5.16526
H -6.82416 -6.14488 1.57569
H -6.37549 -5.16287 2.99763
H -5.14855 -5.97808 2.21794
H -6.81319 -2.84621 1.84916
H -7.57179 -3.67983 0.55526
H -5.24133 -1.90204 -0.09444
H -6.94783 -1.57295 -0.20801
H -6.98340 -3.46416 -1.68861
H -5.23103 -1.22344 -2.39362
H -6.85619 -1.55910 -2.71962
H -5.71427 -1.99836 -4.65461
H -6.36010 -3.55667 -3.97389
H -3.68999 -2.66816 -5.63041
H -4.45872 -4.42276 -5.65679
H -2.86509 -4.00412 -5.18104
C 2.36625 -3.74867 -1.24697
O 1.29482 -4.54566 -0.83369
C 0.53462 -5.15341 -1.91609
C -0.50926 -6.15851 -1.46968
N -1.42165 -5.71213 -0.47132
C -2.07085 -6.84375 0.23106
C -3.39498 -7.22011 -0.37766
O -3.73560 -8.49772 0.06267
C -5.03185 -8.78374 -0.38421
H 2.11724 -2.95306 -1.94918
H 3.25027 -4.30941 -1.55057
H 2.69018 -3.19266 -0.36718
H 1.11709 -5.74551 -2.62195
H 0.07095 -4.40059 -2.55357
H 0.13179 -6.95399 -1.08972
H -1.07150 -6.61336 -2.28522
H -2.16250 -5.13915 -0.84938
H -2.31971 -6.58112 1.25926
H -1.31017 -7.62402 0.25633
H -3.28251 -7.12401 -1.45758
H -4.15933 -6.47804 -0.14702
H -5.81999 -8.16370 0.04297
H -5.23515 -9.84694 -0.25623
H -5.04059 -8.72730 -1.47271
C 7.58610 2.01467 -3.83439
O 6.47572 2.45238 -3.13030
C 5.54040 1.46752 -2.58838
C 5.99476 0.85722 -1.26355
N 7.16797 -0.02935 -1.34121
C 7.63272 -0.38306 -0.02080
C 8.96734 -1.12687 -0.21467
O 9.90964 -0.29210 -0.89712
C 11.04274 -0.96534 -1.20659
H 7.41831 1.24561 -4.58838
H 8.34084 1.53807 -3.20884
H 8.07946 2.87757 -4.28170
H 5.17745 0.73238 -3.30667
H 4.62988 1.99652 -2.30695
H 5.10723 0.39875 -0.82744
H 6.25718 1.64472 -0.55710
H 7.97714 0.43076 -1.73318
H 6.95443 -1.10803 0.42912
H 7.82590 0.46455 0.63673
H 8.87126 -2.09179 -0.71245
H 9.41737 -1.46917 0.71721
H 10.85088 -1.78526 -1.89871
H 11.53824 -1.40636 -0.34167
H 11.83290 -0.35686 -1.64648
C 1.88721 2.65328 -0.33720
O 0.86986 1.78180 -0.87150
C -0.47633 2.17961 -0.66392
C -1.47206 1.34536 -1.47121
N -1.81040 0.12047 -0.73594
C -2.45677 -0.84713 -1.60293
C -1.35513 -1.69649 -2.29155
O -0.79242 -0.97903 -3.43130
C 0.09005 -1.80799 -4.16713
H 1.70527 2.87614 0.71415
H 1.74379 3.59670 -0.86397
H 2.93990 2.53509 -0.59407
H -0.54866 3.22508 -0.96368
H -0.73288 2.18643 0.39544
H -1.00977 1.13158 -2.43489
H -2.36147 1.88557 -1.79561
H -1.01785 -0.31542 -0.28653
H -3.17627 -0.44656 -2.31704
H -3.17108 -1.43170 -1.02316
H -1.77884 -2.64930 -2.60894
H -0.61777 -1.98105 -1.54094
H 0.45789 -1.20494 -4.99727
H -0.36939 -2.71973 -4.54891
H 0.92375 -2.16216 -3.56084
O 3.77290 -2.18968 -3.72203
H 4.49824 -2.38192 -3.12776
H 3.30277 -1.46954 -3.30179
O -2.00436 0.59083 -5.42779
H -1.67166 0.03358 -4.72422
H -1.37424 0.48030 -6.13980
O -4.42106 1.65088 0.32683
H -4.74296 1.83893 -0.55479
H -3.68297 1.05670 0.19116
O 2.46985 -0.19258 -2.15314
H 1.62901 -0.17138 -2.61007
H 2.24774 -0.04028 -1.23461
O -3.64318 -4.16772 -1.53798
H -4.48037 -4.04347 -1.09086
H -3.81667 -3.91874 -2.44580
O 1.07593 -3.91334 -6.20819
H 0.72504 -4.72644 -6.57146
H 1.77935 -4.19557 -5.62357
O -5.33468 1.58543 -2.28105
H -4.64725 1.81889 -2.90489
H -6.07018 1.30790 -2.82716
O 0.22766 0.50071 -6.83311
H 0.59439 1.24412 -7.31174
H 0.83498 -0.21881 -7.00538
O 1.27142 -1.77151 -8.06468
H 1.20010 -2.27690 -7.25491
H 1.20016 -2.42371 -8.76167
O -3.44170 2.68640 -4.11789
H -3.04665 2.05020 -4.71406
H -3.38203 3.52069 -4.58333
```

Largest force on an atom (eV/A): 3.2
Frontier orbital gap (eV): 7.99
ΔE to the lowest compared entry with this formula, charge and spin (kcal per mole): 41.3
Total charge: 0
E_tot (eV): -117189.3644


The following is a quantum chemistry calculation of a molecular structure, C48H30BrF7N8O2PS2Y, from OMol25.

```
100
C48H30BrF7N8O2PS2Y, DFT ωB97M-V with the def2-TZVPD basis set
Y -0.71903 -0.07223 0.02789
N 2.65957 -2.52137 2.02589
C 2.22620 -1.87838 0.94090
N 1.22115 -1.09839 1.28226
C 1.07322 -1.32876 2.61942
N 1.93448 -2.18660 3.10996
C -0.02130 -0.71649 3.37773
C -0.22254 -0.97324 4.72679
N -1.25153 -0.46021 5.38770
C -2.09726 0.28608 4.68530
C -1.90962 0.53826 3.33383
N -0.85706 0.05542 2.68205
H 3.38791 -3.21311 2.09468
H 2.64371 -1.99484 -0.04557
H 0.46571 -1.60916 5.27003
H -2.95532 0.69117 5.20655
H -2.62241 1.11573 2.76023
S -3.42000 -0.31406 -0.13912
C -3.18450 -2.02728 0.08955
S -1.69095 -2.57014 0.79488
C -4.14670 -2.93293 -0.29263
C -3.89246 -4.33589 -0.18646
N -3.66044 -5.46179 -0.09990
C -5.38545 -2.52753 -0.87533
N -6.38394 -2.21406 -1.35670
F 3.32292 -1.73493 -7.18655
C 2.66770 -1.90664 -6.04325
C 1.70318 -2.88965 -5.93581
F 1.43719 -3.67194 -6.97798
C 1.03409 -3.06233 -4.73729
F 0.16486 -4.07024 -4.68595
C 1.26382 -2.25303 -3.62955
P 0.25613 -2.42799 -2.07766
C 0.97295 -3.98997 -1.44684
C 0.24086 -4.92056 -0.70866
C 0.87816 -6.00690 -0.12121
C 2.24899 -6.17474 -0.24566
C 2.98729 -5.25411 -0.97809
C 2.35365 -4.17485 -1.57683
C -1.39723 -2.74474 -2.77546
C -2.11343 -1.59538 -3.10856
C -3.39363 -1.69459 -3.63156
C -3.97014 -2.94147 -3.81512
C -3.26051 -4.08832 -3.48395
C -1.97850 -3.99401 -2.96749
C 2.27826 -1.30063 -3.75562
Br 2.83479 -0.25456 -2.29635
C 2.96265 -1.12203 -4.94493
F 3.92525 -0.20602 -5.06194
H -0.82475 -4.80802 -0.57264
H 0.28497 -6.72172 0.43477
H 2.73889 -7.02519 0.21176
H 4.05532 -5.38442 -1.10284
H 2.94636 -3.47592 -2.15631
H -1.66777 -0.61611 -2.95433
H -3.95087 -0.79710 -3.86614
H -4.98233 -3.02127 -4.18836
H -3.71397 -5.06334 -3.60699
H -1.43971 -4.89799 -2.72094
F -3.85158 6.59627 1.46575
C -2.66171 6.45839 0.86040
F -1.77133 7.17674 1.55904
F -2.76560 7.01079 -0.35557
C -2.26677 5.00595 0.77585
C -1.39881 4.45772 1.70266
C -1.09671 3.11091 1.59623
N -1.60741 2.32187 0.65007
C -2.44384 2.86453 -0.23941
C -2.80197 4.20056 -0.21492
H -0.95958 5.05185 2.49046
H -0.41343 2.65257 2.29864
H -2.83397 2.20249 -1.00131
H -3.48006 4.59583 -0.95807
C 0.56496 4.18048 5.94227
C 0.83790 2.82374 6.03306
C 1.41439 2.15858 4.95994
C 1.70540 2.83243 3.77738
C 1.44796 4.20165 3.70305
C 0.88200 4.86908 4.77673
C 2.25142 2.08258 2.62452
C 2.29124 2.53818 1.40095
C 2.37388 3.05498 0.19865
C 3.55636 3.83779 -0.18780
C 3.75844 4.20156 -1.45501
C 2.82241 3.80717 -2.50964
C 1.69977 3.15037 -2.23555
C 1.27184 2.84763 -0.82890
H 0.12042 4.70361 6.77864
H 0.60401 2.27989 6.93926
H 1.64165 1.10186 5.03836
H 1.69701 4.73947 2.79475
H 0.69298 5.93348 4.70896
H 2.62412 1.08002 2.82480
H 4.26933 4.07265 0.59180
H 4.64429 4.76188 -1.72355
H 3.07071 4.04524 -3.53628
H 1.01042 2.83727 -3.00666
H 0.41167 3.48721 -0.59129
O 0.84750 1.48919 -0.69780
O -0.21615 1.21604 -1.65606
```

Largest force on an atom (eV/A): 0.7
Frontier orbital gap (eV): 6.69
ΔE to the lowest compared entry with this formula, charge and spin (kcal per mole): 31.6
Total charge: 0
E_tot (eV): -187345.9885


The following is a quantum chemistry calculation of 6 unconnected molecules or ions with the total composition C48H30F2NO15, from OMol25.

```
96
C48H30F2NO15, DFT ωB97M-V with the def2-TZVPD basis set
N -31.16031 -13.33292 15.54416
O -31.74217 -13.90724 14.59822
O -30.56914 -12.24970 15.37242
O -31.14275 -13.90140 16.67424
C -29.84931 -12.28812 12.62160
C -31.22715 -11.68291 12.33253
O -31.40312 -11.73785 10.93031
C -30.29314 -12.29754 10.36982
O -30.14598 -12.58353 9.22770
O -29.30030 -12.31419 11.27437
F -31.22777 -10.37039 12.75015
H -29.87452 -13.21407 13.18504
H -29.19744 -11.53723 13.05863
H -32.05772 -12.20768 12.80040
C -31.10963 -11.06703 20.18927
C -30.69433 -12.29837 19.31441
O -30.30988 -13.21702 20.28045
C -31.13111 -13.02658 21.34654
O -31.44934 -13.84809 22.13557
O -31.55469 -11.74331 21.37501
F -29.68863 -11.88474 18.50530
H -31.79441 -10.38751 19.68104
H -30.29438 -10.39171 20.46443
H -31.54586 -12.60701 18.70635
C -35.85220 -5.01294 21.28574
C -36.90497 -5.91968 21.21172
C -36.85835 -7.06923 20.45704
C -35.67952 -7.43701 19.81759
C -34.60437 -6.53204 19.88240
C -34.69010 -5.32488 20.58776
C -33.28272 -6.85167 19.24712
O -32.39604 -6.02697 19.28015
C -33.18754 -8.06990 18.40967
C -32.05475 -8.28105 17.62588
C -31.88300 -9.48867 16.96521
C -32.93368 -10.39055 16.92974
C -34.06245 -10.19736 17.67101
C -34.22688 -9.04589 18.41839
C -35.48709 -8.78055 19.19338
O -36.32862 -9.63375 19.34397
H -35.93548 -4.18054 21.96931
H -37.81577 -5.68048 21.74961
H -37.63470 -7.81112 20.60045
H -33.82692 -4.67578 20.59889
H -31.38483 -7.43802 17.50833
H -31.03126 -9.72147 16.33874
H -32.69798 -11.25956 16.32301
H -34.79989 -10.99314 17.66480
C -26.95542 -14.53838 17.85894
C -26.04649 -14.30958 18.90312
C -26.25301 -14.93625 20.12659
C -27.32966 -15.80809 20.29007
C -28.25487 -16.02197 19.27190
C -28.08133 -15.29061 18.08853
C -29.42792 -16.91545 19.48132
O -30.26219 -17.02310 18.61496
C -29.57883 -17.53020 20.82593
C -30.67143 -18.32390 21.10115
C -30.88691 -18.92447 22.33078
C -30.01096 -18.61398 23.36379
C -28.88926 -17.82238 23.12104
C -28.61895 -17.33623 21.82592
C -27.43005 -16.50709 21.62073
O -26.60693 -16.33531 22.50083
H -26.86933 -14.05396 16.89562
H -25.17195 -13.67904 18.81959
H -25.52595 -14.79440 20.91274
H -28.91705 -15.31262 17.39578
H -31.34797 -18.50535 20.27225
H -31.72068 -19.59151 22.49569
H -30.18636 -18.92709 24.38510
H -28.11364 -17.75693 23.86996
C -35.91532 -16.91640 10.07070
C -35.88314 -16.28255 8.81779
C -35.55423 -14.94303 8.71645
C -35.18811 -14.24007 9.86940
C -35.15717 -14.85143 11.11985
C -35.61348 -16.15695 11.17648
C -34.75007 -14.11598 12.35877
O -34.38168 -14.71897 13.33130
C -34.69872 -12.65376 12.26379
C -34.58428 -11.86317 13.41448
C -34.29750 -10.51994 13.27541
C -34.27404 -9.86714 12.02875
C -34.45540 -10.63642 10.89709
C -34.60116 -12.01811 11.01809
C -34.67278 -12.83007 9.73621
O -34.55817 -12.30556 8.65310
H -36.20511 -17.95627 10.09801
H -36.17955 -16.79540 7.91034
H -35.60941 -14.40833 7.77931
H -35.60826 -16.74264 12.09249
H -34.57771 -12.33917 14.38618
H -34.00184 -9.97287 14.16292
H -34.08888 -8.80362 12.06308
H -34.46100 -10.30910 9.86461
```

Largest force on an atom (eV/A): 3.3
Frontier orbital gap (eV): 6.58
Total charge: -1
E_tot (eV): -87900.3943


Short version: highest occupied orbital energy = -8.1, -7.6, -6.0 eV, in the order given.